1.
Molecular formula: C4HNO2
Method: DFT, ωB97M-V/def2-TZVPD

Last column: Mulliken charge in e.
Cartesian coordinates (Å):
1 C -1.690 -0.278 0.200  0.181
2 C -0.881 0.720 -0.387  0.149
3 C 1.305 0.828 -0.110  -0.489
4 C 1.834 -0.332 -0.028  0.838
5 N -0.797 -0.787 -0.516  -0.461
6 O 0.129 1.380 -0.080  -0.192
7 O 2.626 -1.173 0.164  -0.398
8 H -2.527 -0.358 0.756  0.371

Output
HOMO-LUMO gap (alpha / beta) = 0.2696 / 0.3197 Eh
lowest unoccupied orbital energy (alpha / beta) = -1.460 / -0.523 eV
energy relative to the best compared isomer or geometry (same formula, charge and spin) = 136.1 kcal/mol
E_HOMO (alpha / beta) = -8.8 / -9.2 eV
DFT total energy = -357.9674 a.u.

2.
Molecular formula: C42H44ClN3O5SiTeTi
Method: DFT, ωB97M-V/def2-TZVPD

Last column: Mulliken charge in e.
Cartesian coordinates (Å):
1 Ti -5.122 12.386 17.971  -0.627
2 C -9.113 13.644 16.545  -0.943
3 C -8.179 12.705 17.178  0.477
4 N -6.854 13.254 16.977  0.066
5 C -6.495 13.585 15.745  0.652
6 C -7.477 14.177 14.855  0.907
7 C -8.831 14.097 15.310  -0.999
8 C -7.142 14.645 13.547  -0.871
9 C -5.859 14.592 13.085  -0.960
10 C -4.866 14.050 13.921  0.615
11 C -3.482 13.916 13.557  -0.766
12 C -2.486 13.590 14.476  -1.000
13 C -2.824 13.175 15.682  -0.749
14 N -4.177 13.071 16.037  0.367
15 C -5.159 13.532 15.257  0.427
16 H -10.075 13.811 17.034  0.424
17 H -8.249 11.636 16.844  0.312
18 H -9.576 14.373 14.611  0.436
19 H -7.930 15.105 12.999  0.416
20 H -5.549 14.868 12.080  0.376
21 H -3.195 14.199 12.535  0.349
22 H -1.481 13.732 14.275  0.543
23 H -2.193 12.773 16.426  0.881
24 O -3.635 10.080 15.726  -0.593
25 Cl -4.487 9.926 16.910  1.854
26 O -4.772 8.564 17.289  -0.620
27 O -3.947 10.698 18.034  -0.562
28 O -5.828 10.654 16.661  -0.553
29 C -1.789 16.965 19.679  -1.119
30 Si -1.405 15.088 19.565  0.194
31 C -0.398 14.443 18.055  -0.992
32 C -0.554 14.480 21.124  -0.973
33 C -3.018 14.064 19.393  0.117
34 C -4.061 13.650 18.883  0.071
35 H -0.939 17.578 19.388  0.357
36 H -2.086 17.292 20.700  0.318
37 H -2.566 17.236 19.058  0.383
38 H -0.296 13.333 18.115  0.321
39 H 0.655 14.732 18.184  0.385
40 H -0.776 14.768 17.131  0.249
41 H -0.166 13.443 20.882  0.220
42 H -1.328 14.527 21.838  0.350
43 H 0.210 15.146 21.498  0.350
44 C -10.002 0.726 21.463  -1.425
45 C -9.726 2.011 20.759  0.320
46 C -9.207 3.181 21.292  -0.861
47 C -9.172 4.382 20.590  1.449
48 C -8.412 5.461 21.248  -1.907
49 C -9.723 4.529 19.304  -0.336
50 Te -9.631 6.351 18.273  0.589
51 N -6.387 11.911 19.264  -0.278
52 C -7.636 11.887 19.395  0.449
53 O -8.532 12.645 18.612  -0.412
54 C -8.373 11.089 20.410  0.515
55 C -9.768 11.101 20.488  -0.355
56 C -10.450 10.383 21.483  -0.793
57 C -9.706 9.766 22.507  -0.575
58 C -8.316 9.757 22.414  -0.471
59 C -7.620 10.342 21.364  -0.426
60 C -11.632 6.423 17.377  -0.420
61 C -12.782 6.474 18.222  0.817
62 C -12.626 6.407 19.745  -1.162
63 C -14.014 6.762 17.601  -1.009
64 C -14.113 7.180 16.273  0.591
65 C -15.392 7.724 15.683  -1.298
66 C -12.927 7.172 15.465  -0.864
67 C -11.733 6.840 16.026  1.339
68 C -10.482 6.983 15.193  -1.616
69 C -10.176 3.300 18.641  1.035
70 C -10.482 3.190 17.120  -1.193
71 C -10.195 2.144 19.432  -0.705
72 H -9.688 0.730 22.517  0.371
73 H -9.413 -0.100 21.028  0.316
74 H -11.104 0.493 21.373  0.302
75 H -8.807 3.138 22.286  0.286
76 H -8.284 5.317 22.310  0.381
77 H -8.841 6.457 21.118  0.338
78 H -7.380 5.512 20.849  0.315
79 H -10.266 11.623 19.721  0.552
80 H -11.485 10.384 21.509  0.568
81 H -10.230 9.285 23.321  0.419
82 H -7.826 9.247 23.261  0.342
83 H -6.521 10.241 21.245  0.363
84 H -12.039 7.229 20.224  0.159
85 H -12.166 5.397 20.079  0.204
86 H -13.540 6.542 20.342  0.406
87 H -14.920 6.672 18.169  0.442
88 H -15.279 8.662 15.088  0.333
89 H -16.095 8.022 16.503  0.341
90 H -15.835 7.055 14.872  0.269
91 H -12.999 7.509 14.428  0.316
92 H -9.921 6.040 15.093  0.280
93 H -9.821 7.782 15.541  0.284
94 H -10.758 7.185 14.151  0.400
95 H -9.663 3.635 16.618  0.265
96 H -11.410 3.737 16.878  0.227
97 H -10.641 2.068 16.959  0.367
98 H -10.435 1.176 18.846  0.065

Output
HOMO-LUMO gap = 0.2272 Eh
lowest unoccupied orbital energy = -1.130 eV
energy relative to the best compared isomer or geometry (same formula, charge and spin) = 27.5 kcal/mol
E_HOMO = -7.3 eV
DFT total energy = -4034.1502 a.u.

3.
Molecular formula: C19H29N5ReS2
Method: DFT, ωB97M-V/def2-TZVPD

Last column: Mulliken charge in e.
Cartesian coordinates (Å):
1 Re 0.635 0.141 -0.127  -0.214
2 C -0.004 -4.138 -0.378  -1.851
3 C -0.047 -2.671 -0.134  0.915
4 N 0.839 -1.842 -0.606  0.548
5 C 1.986 -2.237 -1.412  -0.792
6 C 2.394 -1.046 -2.301  -1.094
7 N 2.260 0.278 -1.616  -0.408
8 C 3.490 0.813 -0.994  -0.847
9 C 3.712 0.198 0.375  -0.764
10 N 2.522 0.395 1.229  -0.514
11 C 2.445 1.701 1.947  -0.727
12 C 1.182 2.480 1.553  -0.719
13 N 0.147 1.488 1.335  0.157
14 C -0.840 1.252 2.151  0.759
15 C -1.180 2.086 3.340  -1.995
16 C -1.498 -0.014 1.873  1.010
17 C -2.577 -0.598 2.534  -0.763
18 C -2.900 -1.912 2.249  -0.960
19 C -2.111 -2.653 1.372  -0.820
20 C -1.054 -2.037 0.725  0.753
21 N -0.820 -0.708 0.925  0.687
22 H 0.999 -4.527 -0.204  0.408
23 H -0.272 -4.353 -1.416  0.369
24 H -0.694 -4.672 0.267  0.445
25 H 1.755 -3.084 -2.061  0.607
26 H 2.801 -2.541 -0.748  0.335
27 H 1.714 -1.030 -3.151  0.525
28 H 3.409 -1.189 -2.676  0.353
29 H 2.010 0.941 -2.348  0.394
30 H 3.361 1.892 -0.892  0.454
31 H 4.364 0.633 -1.624  0.485
32 H 4.606 0.632 0.827  0.528
33 H 3.879 -0.875 0.271  0.304
34 H 2.501 -0.346 1.920  0.305
35 H 3.326 2.305 1.730  0.404
36 H 2.421 1.517 3.021  0.445
37 H 1.339 3.018 0.617  0.123
38 H 0.933 3.210 2.324  0.638
39 H -1.194 3.145 3.086  0.429
40 H -0.445 1.941 4.134  0.350
41 H -2.154 1.819 3.738  0.454
42 H -3.146 -0.044 3.267  0.386
43 H -3.739 -2.379 2.744  0.481
44 H -2.316 -3.701 1.215  0.417
45 C -3.777 0.153 -2.732  -1.584
46 C -2.381 0.467 -2.285  0.669
47 S -1.272 -0.806 -2.242  -0.188
48 C -1.962 1.759 -1.979  0.570
49 C -2.815 2.974 -2.155  -1.327
50 S -0.360 2.055 -1.479  -0.400
51 H -3.971 -0.915 -2.673  0.434
52 H -3.911 0.462 -3.772  0.360
53 H -4.516 0.680 -2.130  0.421
54 H -3.868 2.717 -2.247  0.369
55 H -2.522 3.505 -3.065  0.326
56 H -2.682 3.663 -1.324  0.350

Output
HOMO-LUMO gap (alpha / beta) = 0.2249 / 0.2250 Eh
lowest unoccupied orbital energy (alpha / beta) = -7.098 / -7.349 eV
2S+1 = 2
<S²> = 0.76
E_HOMO (alpha / beta) = -13.2 / -13.5 eV
total charge = +2
DFT total energy = -1889.3419 a.u.

4.
Molecular formula: CHF2IS
Method: DFT, ωB97M-V/def2-TZVPD

Last column: Mulliken charge in e.
Cartesian coordinates (Å):
1 C -0.117 0.561 0.028  -0.319
2 F 0.176 0.767 -1.309  -0.178
3 F 1.875 -1.576 0.098  -0.265
4 S 0.170 -1.508 0.202  0.200
5 I -2.307 0.587 0.186  0.103
6 H 0.203 1.169 0.794  0.459

Output
HOMO-LUMO gap (alpha / beta) = 0.2465 / 0.2744 Eh
lowest unoccupied orbital energy (alpha / beta) = -0.386 / -2.707 eV
energy relative to the best compared isomer or geometry (same formula, charge and spin) = 49.2 kcal/mol
2S+1 = 3
<S²> = 2.01
E_HOMO (alpha / beta) = -7.1 / -10.2 eV
DFT total energy = -934.1326 a.u.

5.
Molecular formula: C2HNOS2
Method: DFT, ωB97M-V/def2-TZVPD

Last column: Mulliken charge in e.
Cartesian coordinates (Å):
1 C -1.585 -0.714 -0.126  0.702
2 C 0.690 0.757 0.023  0.391
3 N -2.261 0.240 -0.245  -0.597
4 O -0.604 -1.363 0.080  -0.552
5 S -0.592 1.618 -0.002  -0.026
6 S 1.683 -0.524 -0.139  -0.043
7 H 2.669 -0.014 0.410  0.125

Output
HOMO-LUMO gap = 0.3157 Eh
lowest unoccupied orbital energy = -0.826 eV
energy relative to the best compared isomer or geometry (same formula, charge and spin) = 47.7 kcal/mol
E_HOMO = -9.4 eV
DFT total energy = -1003.0693 a.u.

6.
Molecular formula: C37H69Cl2FN2O28P2S7
Method: DFT, ωB97M-V/def2-TZVPD

Last column: Mulliken charge in e.
Cartesian coordinates (Å):
1 C 1.632 0.053 3.766  0.078
2 C 0.698 1.320 3.976  -0.855
3 P 0.602 2.486 2.536  0.376
4 C -0.702 3.814 2.700  0.242
5 C -0.173 5.243 3.118  -1.221
6 C 0.617 1.639 0.839  -1.953
7 O 0.121 0.316 1.004  0.413
8 C -1.250 0.083 0.856  0.669
9 F -1.332 -1.344 0.693  -0.531
10 C -1.981 0.692 -0.387  0.916
11 C -2.942 -0.243 -1.202  -0.776
12 C -2.342 -0.628 -2.631  -0.257
13 Cl -2.727 -2.368 -2.998  -0.187
14 C -2.022 0.305 2.225  0.686
15 C -3.508 -0.200 2.220  0.972
16 C -3.698 -1.401 3.262  -1.501
17 O -4.314 0.889 2.766  -0.484
18 C -5.515 1.074 2.024  -0.885
19 C -5.194 2.137 0.889  0.880
20 C -5.783 2.052 -0.431  -0.583
21 C -5.393 3.051 -1.434  -0.358
22 C -4.441 4.096 -1.099  -0.604
23 C -3.908 4.169 0.255  -0.517
24 C -4.257 3.205 1.289  -0.389
25 C 2.031 1.702 0.065  0.652
26 C 1.706 1.035 -1.354  -1.376
27 C 1.572 -0.505 -1.498  0.198
28 C 2.064 -1.499 -0.409  0.073
29 O 1.257 -2.690 -0.518  -0.476
30 C 1.521 -3.554 0.590  -0.559
31 N 3.188 1.129 0.755  0.585
32 S 4.517 0.776 -0.379  -0.282
33 C 3.846 1.927 1.834  -0.490
34 N 5.059 2.663 1.324  -0.447
35 P 2.450 3.493 -0.549  0.533
36 O 1.152 4.001 -1.546  -0.571
37 Cl 2.491 4.915 0.976  -0.287
38 H 2.390 -0.002 4.593  0.366
39 H 1.000 -0.871 3.874  -0.383
40 H 2.112 -0.008 2.762  -0.181
41 H -0.300 0.980 4.383  0.484
42 H 1.154 1.900 4.829  0.604
43 H -1.247 3.875 1.711  -0.491
44 H -1.482 3.437 3.428  0.557
45 H 0.733 5.139 3.758  0.274
46 H 0.013 5.818 2.174  0.226
47 H -1.021 5.757 3.652  0.417
48 H -0.021 2.332 0.205  0.313
49 H -1.267 1.159 -1.127  0.204
50 H -2.599 1.562 -0.017  -1.439
51 H -3.849 0.380 -1.454  -0.187
52 H -3.339 -1.136 -0.673  0.683
53 H -2.879 -0.028 -3.417  0.502
54 H -1.264 -0.365 -2.735  0.128
55 H -2.016 1.367 2.562  -0.738
56 H -1.461 -0.342 2.956  -0.002
57 H -3.895 -0.586 1.250  0.025
58 H -2.912 -1.410 4.057  0.280
59 H -3.820 -2.390 2.754  0.247
60 H -4.670 -1.211 3.803  0.336
61 H -6.370 1.442 2.658  0.327
62 H -5.889 0.136 1.527  0.378
63 H -6.501 1.232 -0.675  0.355
64 H -5.834 2.951 -2.455  0.351
65 H -4.126 4.832 -1.877  0.374
66 H -3.181 4.967 0.534  0.435
67 H -3.835 3.252 2.320  0.453
68 H 0.720 1.500 -1.645  0.342
69 H 2.412 1.426 -2.143  0.975
70 H 0.486 -0.756 -1.680  -0.431
71 H 2.071 -0.812 -2.462  -0.543
72 H 3.119 -1.819 -0.659  0.443
73 H 2.049 -1.143 0.648  -0.088
74 H 1.060 -4.554 0.392  0.243
75 H 2.623 -3.663 0.800  0.286
76 H 1.056 -3.084 1.506  0.193
77 H 4.428 1.625 -1.450  0.245
78 H 3.258 2.674 2.397  0.319
79 H 4.263 1.197 2.587  0.415
80 H 5.880 2.365 1.859  0.230
81 H 4.941 3.650 1.592  0.238
82 H 0.429 4.214 -0.921  0.298
83 C -0.606 -6.384 4.988  -0.411
84 C -1.069 -6.059 3.583  0.186
85 O -1.369 -4.659 3.611  -0.106
86 S -0.378 -3.926 4.648  1.170
87 O 0.704 -3.360 3.916  -0.586
88 O -1.163 -3.167 5.560  -0.614
89 O 0.162 -5.248 5.400  -0.374
90 H -1.454 -6.488 5.669  0.310
91 H -0.001 -7.288 5.024  0.350
92 H -1.941 -6.632 3.293  -0.173
93 H -0.269 -6.218 2.854  0.247
94 C 8.375 1.803 -4.522  -0.486
95 C 8.216 2.028 -3.032  -0.059
96 O 7.228 3.058 -2.923  -0.336
97 S 6.182 2.922 -4.143  0.966
98 O 5.037 2.212 -3.678  -0.300
99 O 6.087 4.182 -4.794  -0.621
100 O 7.057 1.924 -5.065  -0.297
101 H 9.001 2.577 -4.973  0.333
102 H 8.791 0.824 -4.748  0.327
103 H 9.146 2.334 -2.555  0.335
104 H 7.832 1.136 -2.537  0.162
105 C 3.817 8.199 -0.236  -0.198
106 C 3.321 8.514 -1.633  -0.280
107 O 3.046 9.918 -1.616  -0.333
108 S 4.081 10.648 -0.613  1.086
109 O 5.150 11.184 -1.381  -0.530
110 O 3.334 11.428 0.311  -0.532
111 O 4.616 9.324 0.141  -0.323
112 H 2.987 8.118 0.470  0.221
113 H 4.408 7.285 -0.205  0.285
114 H 2.428 7.950 -1.895  0.262
115 H 4.098 8.330 -2.380  0.332
116 C -6.245 -5.932 2.372  -0.243
117 C -5.404 -6.345 1.182  -0.259
118 O -4.243 -6.962 1.750  -0.318
119 S -4.656 -7.693 3.127  1.098
120 O -4.866 -9.073 2.860  -0.589
121 O -3.780 -7.232 4.153  -0.505
122 O -6.093 -6.990 3.324  -0.347
123 H -5.866 -5.011 2.825  0.224
124 H -7.293 -5.801 2.111  0.323
125 H -5.123 -5.500 0.556  0.293
126 H -5.920 -7.090 0.573  0.254
127 C -5.031 -5.865 -4.923  -0.336
128 C -6.454 -5.424 -5.198  -0.366
129 O -7.166 -5.711 -3.992  -0.318
130 S -6.173 -5.530 -2.733  1.152
131 O -6.382 -4.237 -2.179  -0.526
132 O -6.217 -6.721 -1.952  -0.528
133 O -4.784 -5.508 -3.560  -0.261
134 H -4.929 -6.950 -5.014  0.269
135 H -4.313 -5.378 -5.579  0.316
136 H -6.897 -5.950 -6.041  0.313
137 H -6.507 -4.346 -5.375  0.299
138 C 5.006 -2.882 -3.480  -0.255
139 C 4.378 -1.718 -4.218  0.326
140 O 5.411 -0.733 -4.294  -0.156
141 S 6.839 -1.469 -4.401  1.254
142 O 7.216 -1.515 -5.772  -0.594
143 O 7.690 -0.948 -3.385  -0.585
144 O 6.353 -2.942 -3.959  -0.400
145 H 5.034 -2.699 -2.403  0.250
146 H 4.490 -3.821 -3.674  0.370
147 H 3.507 -1.321 -3.704  -0.213
148 H 4.102 -1.997 -5.239  0.296

Output
HOMO-LUMO gap = 0.2773 Eh
lowest unoccupied orbital energy = 0.150 eV
energy relative to the best compared isomer or geometry (same formula, charge and spin) = 84.3 kcal/mol
E_HOMO = -7.4 eV
SMILES = CCP(CC)[C@H](O[C@](F)(CCCCl)C[C@@H](C)OCc1ccccc1)[C@](CCCOC)(N(S)CN)P(O)Cl.O=S1(=O)OCCO1.O=S1(=O)OCCO1.O=S1(=O)OCCO1.O=S1(=O)OCCO1.O=S1(=O)OCCO1.O=S1(=O)OCCO1
DFT total energy = -8157.4096 a.u.

Number 5 is which compound? C2HNOS2